The following is a quantum chemistry calculation of a molecular structure, C34H38N6NiO6P2 at a distorted geometry, from the OMol25 dataset.

As for the spin multiplicity: 3. For the relative energy (zero: lowest compared OMol25 entry of this formula, charge and spin), the calculation gives 0.000 eV. The LUMO energy (spin up / spin down) comes out at -2.865 / -3.963 eV. As for the HOMO energy (spin up / spin down): -8.5 / -8.5 eV. The orbital gap (spin up / spin down) comes out at 0.2059 / 0.1652 Eh. The calculation puts the maximum force at 3.6 eV Å⁻¹.

```
87
Properties=species:S:1:pos:R:3:mulliken_charge:R:1
Ni -0.132 1.087 -2.279 0.583
C -2.117 2.000 0.910 -2.133
C -0.870 1.816 0.451 -0.227
C 0.017 0.722 0.938 -0.604
C 0.145 -0.525 0.059 0.412
C -1.121 -0.856 -0.711 -0.453
C -2.343 -0.870 -0.138 -0.904
C -2.678 -0.475 1.271 -1.158
C -3.066 0.989 1.455 -0.171
C -2.067 2.130 -2.418 -0.556
H -2.520 3.013 0.945 0.761
H -0.412 2.554 -0.266 1.069
H -0.349 0.438 1.934 0.328
H 1.013 1.172 1.009 0.643
H 0.981 -0.380 -0.652 0.006
H 0.399 -1.403 0.692 0.519
H -0.949 -1.502 -1.586 0.538
H -3.224 -1.132 -0.724 0.481
H -1.885 -0.738 1.981 0.340
H -3.602 -0.989 1.563 0.544
H -4.013 1.221 0.912 0.206
H -3.223 1.224 2.529 0.421
H -2.372 2.662 -1.479 0.088
H -2.980 1.551 -2.699 0.258
H -1.877 2.879 -3.232 0.383
P 2.887 -2.854 -1.213 -0.039
P 4.035 -0.570 0.900 -0.102
N 1.966 -4.353 -1.144 0.452
N 3.922 -3.489 -2.552 0.444
N 3.526 -1.041 2.518 0.441
N 5.458 0.362 1.529 0.329
C 4.039 -3.286 0.169 -0.719
C 4.978 -2.117 0.480 -1.296
C 0.597 -4.446 -1.377 -0.210
C 0.196 -5.756 -1.185 -0.647
C 1.354 -6.511 -0.828 -0.756
C 2.425 -5.633 -0.829 -0.127
C 4.018 -2.869 -3.800 -0.413
C 4.981 -3.531 -4.561 -0.640
C 5.481 -4.606 -3.761 -0.698
C 4.789 -4.583 -2.556 -0.030
C 2.220 -0.850 2.986 -0.777
C 2.039 -1.606 4.128 -0.586
C 3.266 -2.286 4.394 -1.151
C 4.155 -1.935 3.395 -0.059
C 6.293 0.190 2.633 -0.115
C 7.320 1.121 2.583 -0.629
C 7.126 1.895 1.400 -0.579
C 5.993 1.410 0.764 -0.435
H 4.637 -4.171 -0.064 0.387
H 3.428 -3.588 1.032 0.567
H 5.660 -2.407 1.289 0.490
H 5.573 -1.869 -0.414 0.542
H 0.067 -3.545 -1.633 0.158
H -0.796 -6.135 -1.348 0.420
H 1.421 -7.573 -0.658 0.439
H 3.453 -5.829 -0.579 0.290
H 3.406 -1.997 -3.983 0.347
H 5.260 -3.279 -5.568 0.414
H 6.245 -5.310 -4.022 0.451
H 4.911 -5.243 -1.712 0.135
H 1.590 -0.153 2.457 0.612
H 1.131 -1.633 4.709 0.432
H 3.466 -2.939 5.230 0.463
H 5.170 -2.280 3.252 0.428
H 6.123 -0.575 3.368 0.302
H 8.080 1.243 3.328 0.455
H 7.727 2.720 1.070 0.427
H 5.509 1.671 -0.166 0.335
O -4.205 4.251 0.607 -0.762
C -5.218 3.589 0.272 0.511
O -5.399 2.339 0.207 -0.832
C -6.434 4.443 -0.105 0.049
C -7.555 3.826 -0.703 -0.257
C -8.650 4.590 -1.160 -0.310
C -8.670 5.980 -0.978 -0.179
C -7.582 6.610 -0.348 -0.052
C -6.468 5.846 0.111 -0.524
N -7.638 8.048 -0.174 0.977
O -8.640 8.647 -0.627 -0.596
O -6.714 8.662 0.392 -0.595
N -9.706 3.913 -1.841 1.001
O -9.638 2.676 -1.976 -0.602
O -10.674 4.567 -2.272 -0.606
H -7.561 2.742 -0.826 0.556
H -9.496 6.572 -1.330 0.597
H -5.636 6.347 0.625 0.495
```

The following is a quantum chemistry calculation of a molecular structure, C34H39ClNO8RuSSb2Se4, from the OMol25 dataset.

As for the spin multiplicity: 6. For the relative energy (zero: lowest compared OMol25 entry of this formula, charge and spin), the calculation gives 0.000 eV. The LUMO energy (spin up / spin down) comes out at 3.977 / 3.242 eV. The total charge is -2. As for the HOMO energy (spin up / spin down): -1.8 / -2.4 eV. The orbital gap (spin up / spin down) comes out at 0.2124 / 0.2083 Eh. The calculation puts the maximum force at 0.6 eV Å⁻¹.

```
91
Properties=species:S:1:pos:R:3:mulliken_charge:R:1
Ru -0.895 1.351 -1.012 2.934
Se -0.063 4.428 -4.319 -0.604
Sb 1.091 2.371 -4.704 0.454
Se -2.245 1.997 -2.667 -0.463
Se 0.891 0.893 -2.578 -0.473
Se 0.630 0.932 -6.587 -0.642
O -4.651 0.945 0.036 -0.653
Cl -3.872 -0.114 0.633 1.875
O -3.635 0.161 2.025 -0.697
O -4.533 -1.379 0.473 -0.702
O -2.575 -0.198 -0.071 -1.030
O -1.987 2.553 0.568 0.175
C -2.088 3.758 0.741 -0.449
C -1.745 4.779 -0.300 -0.038
C -3.117 5.310 -0.806 -0.809
C -4.330 4.366 -0.615 -0.112
C -4.992 4.377 0.777 -0.867
C -4.162 3.730 1.887 -0.056
N -2.785 4.245 1.826 -0.112
H -1.172 4.311 -1.095 -0.224
H -1.134 5.578 0.125 0.349
H -3.007 5.517 -1.871 0.473
H -3.348 6.267 -0.323 0.351
H -4.055 3.342 -0.876 -0.159
H -5.091 4.665 -1.340 0.386
H -5.951 3.855 0.714 0.429
H -5.211 5.419 1.050 0.342
H -4.114 2.651 1.768 -0.200
H -4.584 3.940 2.872 0.344
H -2.770 5.256 1.829 0.390
C 1.687 -4.659 0.365 -0.985
C 1.890 -4.174 -1.045 0.966
C 2.712 -4.921 -1.885 -0.629
C 2.953 -4.545 -3.199 -0.625
C 2.362 -3.398 -3.695 -1.089
C 1.548 -2.636 -2.864 -1.217
C 1.300 -2.998 -1.540 1.377
Sb -0.093 -1.663 -0.517 -0.084
C 0.539 -1.763 1.542 1.134
C -0.431 -1.818 2.537 -0.902
C -0.082 -1.677 3.875 -1.119
C 1.242 -1.464 4.217 -0.890
C 2.205 -1.354 3.222 -0.390
C 1.871 -1.477 1.877 0.853
C 2.918 -1.235 0.825 -1.412
C -1.684 -3.117 -0.539 1.236
C -1.943 -3.992 0.513 -0.943
C -2.983 -4.910 0.449 -0.934
C -3.780 -4.958 -0.681 -0.670
C -3.537 -4.084 -1.729 -0.834
C -2.504 -3.153 -1.675 1.019
C -2.302 -2.196 -2.819 -1.393
H 2.072 -5.674 0.477 0.435
H 0.634 -4.665 0.629 0.001
H 2.194 -4.021 1.092 0.192
H 3.170 -5.825 -1.495 0.350
H 3.596 -5.151 -3.827 0.362
H 2.525 -3.080 -4.718 0.488
H 1.108 -1.730 -3.266 0.299
H -1.478 -1.926 2.275 0.345
H -0.849 -1.705 4.639 0.408
H 1.524 -1.343 5.257 0.345
H 3.233 -1.130 3.488 0.386
H 3.841 -0.865 1.273 0.328
H 2.576 -0.476 0.114 0.163
H 3.147 -2.136 0.251 0.277
H -1.342 -3.949 1.413 0.320
H -3.171 -5.573 1.286 0.409
H -4.602 -5.663 -0.745 0.354
H -4.173 -4.108 -2.607 0.352
H -3.005 -2.405 -3.625 0.516
H -1.292 -2.259 -3.233 0.180
H -2.457 -1.165 -2.490 0.021
C 7.030 1.356 1.039 -1.566
C 5.563 1.700 1.038 1.324
C 4.911 2.013 -0.152 -0.729
C 3.559 2.322 -0.169 -0.175
C 2.845 2.316 1.019 -0.671
C 3.474 2.011 2.216 -0.624
C 4.828 1.707 2.221 -0.825
S 1.090 2.597 1.017 1.400
O 0.763 3.146 -0.308 -0.583
O 0.825 3.501 2.117 -0.800
O 0.512 1.252 1.160 -0.536
H 7.635 2.205 0.713 0.357
H 7.239 0.528 0.359 0.325
H 7.365 1.067 2.035 0.351
H 5.466 2.004 -1.084 0.393
H 3.040 2.543 -1.093 0.495
H 2.899 2.005 3.133 0.419
H 5.320 1.461 3.156 0.232
```

The following is a quantum chemistry calculation of a molecular structure, C34H39FeIN6O4S, from the OMol25 dataset.

As for the spin multiplicity: 5. For the relative energy (zero: lowest compared OMol25 entry of this formula, charge and spin), the calculation gives 3.264 eV. The LUMO energy (spin up / spin down) comes out at -0.045 / -0.045 eV. As for the HOMO energy (spin up / spin down): -7.4 / -7.5 eV. The orbital gap (spin up / spin down) comes out at 0.2690 / 0.2736 Eh. The calculation puts the maximum force at 1.0 eV Å⁻¹.

```
86
Properties=species:S:1:pos:R:3:mulliken_charge:R:1
Fe -0.843 -0.681 0.337 -0.385
C -2.332 0.972 -3.647 -1.314
C -1.441 -0.213 -3.890 0.690
N -1.201 -0.609 -5.121 -0.673
C -0.365 -1.668 -5.321 -0.847
C 0.186 -2.392 -4.303 0.444
C 1.158 -3.498 -4.617 -1.133
O 2.514 -3.099 -4.399 -0.572
C -0.103 -2.002 -2.969 0.466
C 0.313 -2.829 -1.848 -0.915
N 0.095 -2.562 -0.616 0.659
C 0.428 -3.537 0.364 -0.380
C 1.672 -4.144 0.446 0.005
C 1.952 -5.034 1.476 -0.890
C 0.993 -5.332 2.432 -0.476
C -0.268 -4.749 2.351 -0.600
C -0.525 -3.861 1.319 0.048
I -2.406 -2.981 1.076 0.094
C -0.860 -0.855 -2.749 0.037
O -1.026 -0.310 -1.590 0.130
H -2.677 1.362 -4.601 0.348
H -1.796 1.751 -3.098 0.078
H -3.190 0.687 -3.032 0.412
H -0.148 -1.924 -6.357 0.326
H 1.077 -3.757 -5.668 0.431
H 0.926 -4.399 -4.050 0.257
H 2.568 -2.570 -3.592 0.643
H 0.773 -3.792 -2.088 0.504
H 2.426 -3.886 -0.291 0.546
H 2.933 -5.489 1.535 0.391
H 1.213 -6.020 3.240 0.403
H -1.037 -4.982 3.078 0.455
C 2.462 3.479 3.266 -1.206
N 1.960 2.312 2.555 0.211
C 2.423 0.939 2.720 -0.641
C 1.445 0.205 1.806 -0.242
O 1.310 -0.998 1.705 -0.458
N 0.657 1.108 1.160 1.110
C 0.942 2.296 1.686 -0.803
N 0.264 3.389 1.342 -0.225
H 3.234 3.158 3.959 0.414
H 1.672 3.961 3.845 0.380
H 2.897 4.210 2.581 0.329
H 2.327 0.593 3.750 0.429
H 3.455 0.804 2.390 0.442
H -0.611 3.190 0.861 0.110
H 0.267 4.185 1.955 0.299
C 3.743 0.573 -1.012 -1.245
S 2.261 -0.304 -1.484 1.290
O 2.742 -1.430 -2.361 -0.993
C 1.645 0.953 -2.610 -0.209
C 1.547 0.593 -3.943 -0.619
C 0.965 1.479 -4.844 -0.920
C 0.485 2.705 -4.407 -0.576
C 0.585 3.056 -3.060 -0.689
C 1.155 2.175 -2.154 0.312
H 4.329 0.711 -1.921 0.485
H 4.278 -0.059 -0.298 0.400
H 3.479 1.537 -0.561 0.333
H 1.910 -0.383 -4.264 0.879
H 0.869 1.195 -5.887 0.322
H 0.017 3.385 -5.110 0.394
H 0.203 4.011 -2.715 0.387
H 1.199 2.429 -1.101 0.300
C -0.528 0.657 4.401 -0.903
N -1.889 0.319 4.749 0.140
C -2.545 1.431 5.409 -0.993
C -2.639 -0.267 3.619 -1.514
C -2.970 0.658 2.456 1.523
C -4.051 1.540 2.603 -0.535
C -4.359 2.485 1.632 -0.811
C -3.574 2.561 0.489 -0.691
C -2.518 1.662 0.320 -0.150
C -2.188 0.664 1.275 0.387
H 0.031 0.903 5.310 0.322
H -0.469 1.521 3.716 0.395
H -0.047 -0.202 3.918 0.151
H -1.984 1.693 6.309 0.336
H -3.555 1.141 5.713 0.313
H -2.623 2.330 4.781 0.332
H -3.556 -0.695 4.039 0.598
H -2.029 -1.084 3.242 0.041
H -4.675 1.479 3.493 0.401
H -5.209 3.145 1.762 0.402
H -3.801 3.295 -0.281 0.457
H -1.948 1.713 -0.611 0.623
```

The following is a quantum chemistry calculation of a molecular structure, C34H39FeIN6O4S at a distorted geometry, from the OMol25 dataset.

As for the spin multiplicity: 5. For the relative energy (zero: lowest compared OMol25 entry of this formula, charge and spin), the calculation gives 3.259 eV. The LUMO energy (spin up / spin down) comes out at -0.020 / -0.049 eV. As for the HOMO energy (spin up / spin down): -7.0 / -7.3 eV. The orbital gap (spin up / spin down) comes out at 0.2579 / 0.2667 Eh. The calculation puts the maximum force at 1.6 eV Å⁻¹.

```
86
Properties=species:S:1:pos:R:3:mulliken_charge:R:1
Fe -0.107 -0.256 0.251 0.211
C -0.680 2.169 -3.871 -1.148
C -0.831 2.989 -2.621 0.184
N -1.144 4.255 -2.774 -0.688
C -1.275 5.031 -1.685 -1.076
C -1.248 4.546 -0.404 0.811
C -1.420 5.496 0.754 -0.946
O -2.627 5.304 1.486 -0.538
C -1.016 3.155 -0.201 -0.058
C -1.249 2.603 1.092 -0.756
N -1.061 1.387 1.491 -0.126
C -1.234 1.077 2.834 -0.372
C -0.912 1.987 3.854 -0.135
C -0.966 1.636 5.188 -0.914
C -1.338 0.353 5.562 -0.621
C -1.672 -0.567 4.581 -0.393
C -1.621 -0.200 3.252 0.123
I -2.137 -1.643 1.784 0.193
C -0.628 2.389 -1.339 -0.177
O -0.118 1.210 -1.245 0.721
H -0.623 2.835 -4.729 0.393
H -1.547 1.515 -3.994 0.226
H 0.207 1.542 -3.823 0.217
H -1.428 6.086 -1.881 0.345
H -1.372 6.527 0.387 0.367
H -0.614 5.366 1.479 0.353
H -3.359 5.276 0.860 0.351
H -1.734 3.279 1.796 1.307
H -0.566 2.972 3.570 0.501
H -0.695 2.366 5.938 0.376
H -1.363 0.066 6.603 0.395
H -1.965 -1.572 4.850 0.443
C -1.633 -3.905 -4.154 -1.137
N -1.709 -2.804 -3.227 0.091
C -2.906 -2.028 -2.989 -0.407
C -2.464 -1.133 -1.815 -0.129
O -3.133 -0.286 -1.277 -0.616
N -1.174 -1.474 -1.502 0.164
C -0.764 -2.406 -2.351 0.098
N 0.477 -2.897 -2.304 -0.265
H -2.606 -4.393 -4.207 0.347
H -0.904 -4.636 -3.806 0.387
H -1.354 -3.571 -5.158 0.294
H -3.753 -2.648 -2.686 0.346
H -3.190 -1.433 -3.860 0.316
H 1.123 -2.309 -1.769 -0.100
H 0.829 -3.442 -3.070 0.277
C 3.760 -0.436 -2.789 -1.345
S 2.157 0.257 -2.187 0.479
O 1.820 -0.782 -1.133 -0.658
C 2.985 1.612 -1.337 0.853
C 2.852 2.913 -1.799 -0.325
C 3.536 3.931 -1.153 -0.653
C 4.341 3.645 -0.059 -0.644
C 4.458 2.342 0.400 -0.600
C 3.778 1.319 -0.241 -0.434
H 4.383 -0.689 -1.936 0.362
H 4.253 0.310 -3.409 0.448
H 3.546 -1.330 -3.372 0.421
H 2.209 3.134 -2.640 0.328
H 3.443 4.949 -1.508 0.436
H 4.874 4.443 0.442 0.418
H 5.075 2.118 1.259 0.451
H 3.843 0.300 0.119 0.155
C 1.366 -4.188 3.506 -0.861
N 1.967 -4.071 2.196 0.146
C 3.301 -4.614 2.095 -0.899
C 1.694 -2.821 1.513 -0.824
C 2.062 -1.496 2.167 3.096
C 3.063 -1.404 3.132 -0.472
C 3.411 -0.181 3.687 -1.311
C 2.794 0.972 3.240 -1.071
C 1.807 0.886 2.263 0.561
C 1.393 -0.339 1.745 -0.448
H 1.342 -5.243 3.786 0.373
H 0.341 -3.816 3.455 0.183
H 1.889 -3.634 4.299 0.318
H 3.269 -5.657 2.418 0.361
H 4.068 -4.103 2.695 0.262
H 3.617 -4.583 1.051 0.256
H 0.616 -2.800 1.322 0.065
H 2.182 -2.858 0.532 -0.138
H 3.578 -2.291 3.476 0.121
H 4.167 -0.134 4.461 0.397
H 3.077 1.941 3.638 0.471
H 1.366 1.810 1.903 0.490
```

The following is a quantum chemistry calculation of a molecular structure, C34H39HgN5O3P2S at a distorted geometry, from the OMol25 dataset.

As for the spin multiplicity: 1. For the relative energy (zero: lowest compared OMol25 entry of this formula, charge and spin), the calculation gives 0.000 eV. The LUMO energy comes out at -3.316 eV. As for the HOMO energy: -8.4 eV. The orbital gap comes out at 0.1880 Eh. The calculation puts the maximum force at 3.4 eV Å⁻¹.

```
85
Properties=species:S:1:pos:R:3:mulliken_charge:R:1
Hg -0.669 -3.123 -0.842 0.758
C -0.940 2.002 -0.807 -1.030
C -1.382 1.241 -1.804 -0.637
C -0.857 1.185 -3.203 -0.345
C 0.446 0.389 -3.398 0.502
C 1.685 0.877 -2.696 -0.492
C 1.857 2.035 -2.056 -0.550
C 0.949 3.228 -2.080 -0.730
C -0.094 3.223 -0.935 -0.803
C 1.003 -2.171 0.154 -0.379
H -1.322 1.805 0.195 0.804
H -2.184 0.519 -1.603 0.433
H -0.758 2.191 -3.628 -0.027
H -1.653 0.654 -3.750 0.757
H 0.254 -0.652 -3.078 0.088
H 0.643 0.341 -4.484 -0.142
H 2.491 0.133 -2.682 0.618
H 2.757 2.198 -1.452 0.348
H 0.443 3.333 -3.047 0.325
H 1.562 4.131 -1.919 0.445
H 0.403 3.364 0.037 0.305
H -0.754 4.097 -1.074 0.333
H 0.578 -1.513 0.944 -0.029
H 1.590 -1.563 -0.550 0.209
H 1.573 -3.011 0.603 0.402
P 1.228 -1.089 -8.105 -0.035
P -1.795 -0.877 -7.876 -0.289
N 2.689 -0.129 -8.146 0.427
N 1.935 -2.392 -9.127 0.367
N -1.948 0.866 -7.632 0.434
N -3.493 -1.089 -8.301 0.374
C 0.351 -0.195 -9.483 -0.778
C -1.079 -0.739 -9.580 -1.122
C 3.343 0.301 -6.984 -0.421
C 4.390 1.135 -7.351 -0.581
C 4.395 1.219 -8.783 -0.718
C 3.339 0.442 -9.244 -0.107
C 2.186 -3.672 -8.614 -0.475
C 2.786 -4.445 -9.602 -0.604
C 2.923 -3.620 -10.764 -0.671
C 2.395 -2.372 -10.444 -0.085
C -1.769 1.437 -6.371 -0.342
C -1.894 2.819 -6.479 -0.421
C -2.139 3.110 -7.857 -1.201
C -2.152 1.903 -8.541 -0.105
C -4.311 -0.357 -9.170 -0.151
C -5.467 -1.086 -9.421 -0.612
C -5.362 -2.317 -8.687 -0.580
C -4.151 -2.297 -8.014 -0.382
H 0.868 -0.297 -10.446 0.503
H 0.360 0.874 -9.210 0.549
H -1.692 -0.118 -10.242 0.436
H -1.083 -1.764 -9.989 0.515
H 2.985 -0.038 -6.021 0.404
H 5.080 1.626 -6.678 0.413
H 5.095 1.761 -9.402 0.426
H 2.990 0.267 -10.251 0.233
H 1.893 -3.900 -7.600 0.398
H 3.094 -5.477 -9.505 0.397
H 3.362 -3.896 -11.715 0.427
H 2.292 -1.494 -11.063 0.219
H -1.566 0.780 -5.543 0.056
H -1.835 3.528 -5.665 0.457
H -2.296 4.083 -8.302 0.443
H -2.272 1.706 -9.597 0.458
H -4.014 0.615 -9.527 0.272
H -6.288 -0.775 -10.050 0.436
H -6.090 -3.116 -8.668 0.402
H -3.674 -3.010 -7.357 0.370
O -1.710 -2.623 2.003 -0.797
C -1.482 -1.483 2.447 0.601
N -0.932 -0.448 1.732 -0.411
S -0.525 0.879 2.576 1.273
O 0.902 1.104 2.584 -0.679
O -1.385 2.015 2.305 -0.722
C -1.081 0.172 4.101 0.453
C -1.013 0.780 5.351 -0.568
C -1.602 0.093 6.422 -0.488
C -2.274 -1.123 6.199 -0.454
C -2.292 -1.718 4.932 -0.516
C -1.682 -1.046 3.866 -0.183
H -0.508 1.737 5.460 0.422
H -1.542 0.512 7.425 0.370
H -2.777 -1.610 7.035 0.365
H -2.780 -2.671 4.744 0.437
```